{
  "formula": "C11H13NO2",
  "method": "wB97M-V/def2-TZVPD",
  "relative_energy_kcal_mol": 62.4,
  "lumo_energy_ev": 0.7,
  "max_force_ev_per_a": 3.4,
  "symbols": ["C", "C", "C", "C", "C", "C", "C", "C", "C", "C", "C", "N", "O", "O", "H", "H", "H", "H", "H", "H", "H", "H", "H", "H", "H", "H", "H"],
  "xyz": [[3.53852, -0.54527, -0.21223], [2.65153, -1.53284, -0.63313], [2.98895, 0.46852, 0.48149], [1.28850, -1.55296, -0.35304], [1.61177, 0.57957, 0.75314], [0.78154, -0.47546, 0.41794], [-1.56844, -1.46871, -0.11861], [-0.70655, -0.39514, 0.75723], [-1.54443, 0.57837, -0.16268], [-0.77586, 1.57546, -1.08924], [-2.75878, 1.20446, 0.52478], [-1.91861, -0.55238, -1.01143], [-1.74762, -2.68216, -0.09581], [-1.00578, -0.32923, 2.08161], [4.56141, -0.27372, -0.67085], [3.15902, -2.37125, -1.15319], [3.58211, 1.20506, 0.97500], [0.60201, -2.32166, -0.76612], [1.41860, 1.35640, 1.41737], [-0.97015, 2.60729, -0.73576], [-1.22458, 1.26842, -2.08287], [0.31881, 1.32805, -1.02535], [-3.29113, 1.75456, -0.22849], [-2.21934, 1.77320, 1.33935], [-3.53722, 0.43463, 0.80714], [-2.60689, -0.49269, -1.78441], [-0.62741, -1.14056, 2.56817]],
  "lowdin_charge": [-0.107, -0.084, -0.108, 0.006, -0.039, -0.149, -0.425, -0.329, -0.463, 0.002, -0.016, 0.142, 0.055, 0.034, 0.141, 0.111, 0.097, 0.123, 0.104, 0.085, 0.098, 0.076, 0.069, 0.115, 0.110, 0.178, 0.173]
}